No. 1
{
  "formula": "C3H3ClNO2",
  "method": "the ωB97M-V functional and the def2-TZVPD basis",
  "elements": ["C", "C", "C", "N", "O", "O", "Cl", "H", "H", "H"],
  "coordinates": [[0.2730, -0.4229, -0.2190], [0.3654, -0.0900, -1.5028], [0.5015, -0.3118, 1.0543], [-1.4894, 1.2098, -1.3108], [-2.1685, 2.0144, -1.9614], [-0.5498, 0.6942, -2.1431], [0.7233, -1.9712, 5.2682], [1.1245, 0.4608, 1.3153], [0.9298, -0.4676, -2.2961], [0.2900, -1.1157, 1.7953]],
  "total_charge": -1,
  "gap_ha": 0.198,
  "lumo_ev": 1.7
}

---

No. 2
{
  "formula": "C3H6N2O",
  "method": "the ωB97M-V functional and the def2-TZVPD basis",
  "elements": ["H", "N", "C", "N", "C", "C", "O", "H", "H", "H", "H", "H"],
  "coordinates": [[-1.7090, 2.3612, -0.1418], [-1.1765, 2.0160, -0.8972], [-0.6377, 0.9261, -0.5116], [-0.5490, 0.2857, 0.7556], [0.3690, -0.8678, 0.7735], [0.8411, -0.9017, -0.7062], [0.0397, 0.1540, -1.3661], [-0.7151, 0.9093, 1.5981], [-0.1662, -1.7861, 1.0982], [1.2237, -0.6458, 1.5007], [0.5988, -1.8382, -1.2881], [1.8810, -0.6128, -0.8152]],
  "smiles": "[H]/N=C1\\NCCO1",
  "gap_ha": 0.363,
  "lumo_ev": 0.8
}

---

No. 3
{
  "formula": "C4H12",
  "method": "the ωB97M-V functional and the def2-TZVPD basis",
  "elements": ["C", "C", "H", "H", "H", "H", "H", "H", "C", "C", "H", "H", "H", "H", "H", "H"],
  "coordinates": [[1.3438, -0.7935, 1.5201], [0.1475, 0.0510, 2.0024], [2.2740, -0.2406, 1.3965], [1.5018, -1.5984, 2.2412], [1.1174, -1.2208, 0.5506], [-0.7868, -0.4165, 1.6838], [0.1898, 1.0645, 1.6101], [0.1091, 0.0564, 3.0901], [-0.5456, -0.3312, -1.8595], [-0.8841, 1.1422, -1.5826], [0.3722, -0.7516, -1.4308], [-1.3487, -0.9763, -1.5071], [-0.4443, -0.5161, -2.9352], [-0.3181, 1.6493, -0.8093], [-0.7597, 1.6393, -2.5545], [-1.9684, 1.2421, -1.4157]],
  "total_charge": -1,
  "gap_ha": [0.102, 0.442],
  "lumo_ev": [4.4, 4.4],
  "multiplicity": 2
}

---

No. 4
{
  "formula": "C12H21Br2FN4O2SSi",
  "method": "the ωB97M-V functional and the def2-TZVPD basis",
  "elements": ["C", "C", "Br", "C", "Br", "N", "C", "N", "N", "N", "C", "S", "C", "Si", "C", "C", "C", "C", "F", "H", "H", "H", "H", "H", "H", "H", "H", "H", "H", "H", "H", "H", "H", "H", "H", "H", "H", "C", "C", "O", "O", "H", "H", "H"],
  "coordinates": [[-2.2224, 1.6107, 3.5192], [-2.9912, 0.4974, 2.8334], [-4.5939, 1.1301, 1.9172], [-2.1827, -0.3837, 1.8793], [-0.7996, -1.2904, 2.8887], [-1.7508, 0.3142, 0.6751], [-2.0913, -0.1080, -0.5648], [-3.3225, -0.3605, -0.9491], [-1.0192, -0.1913, -1.3912], [-1.2230, 0.5893, -2.6235], [-1.0601, -0.1086, -3.6498], [-0.9094, -0.8217, -5.0028], [0.2603, 0.1617, -0.6421], [1.0805, -1.5554, -0.3874], [-0.1533, -2.9728, -0.0573], [1.9557, -2.0124, -1.9809], [2.3328, -1.5302, 1.0211], [-0.4106, 0.9256, 0.4814], [0.2902, 1.2740, 1.5762], [-1.6686, 1.2043, 4.3586], [-2.9494, 2.2969, 3.9501], [-1.6053, 2.1975, 2.8476], [-3.3486, -0.1836, 3.5994], [-2.8722, -1.1644, 1.5677], [-3.5347, -0.4023, -1.9312], [-4.0350, -0.4392, -0.2404], [0.8981, 0.7682, -1.2917], [-1.1783, -2.6478, 0.1407], [0.1546, -3.5154, 0.8322], [-0.1936, -3.6476, -0.9095], [2.6331, -1.1970, -2.2351], [2.4823, -2.9487, -1.7996], [1.2448, -2.2049, -2.7858], [2.4787, -0.5151, 1.3837], [2.0081, -2.1630, 1.8426], [3.2788, -1.8764, 0.6139], [-0.6405, 1.8906, 0.0066], [3.6019, 3.3966, -1.3391], [3.8146, 1.8723, -1.3870], [4.9789, 1.4582, -1.3663], [2.7518, 1.1803, -1.4431], [4.5534, 3.9231, -1.2917], [3.0616, 3.7241, -2.2298], [3.0085, 3.6611, -0.4606]],
  "gap_ha": 0.198,
  "lumo_ev": -1.5
}

---

No. 5
{
  "formula": "C2H5N3S",
  "method": "the ωB97M-V functional and the def2-TZVPD basis",
  "elements": ["C", "C", "N", "N", "N", "S", "H", "H", "H", "H", "H"],
  "coordinates": [[2.4239, 0.2184, 0.2107], [-1.2259, -1.1687, 0.3369], [3.1419, 1.0559, 0.4873], [-0.7053, 1.4799, -0.8292], [0.1204, -0.5129, 0.4012], [1.4686, -1.1210, -0.2962], [-1.5459, -1.6457, 1.3348], [-1.9083, -0.3426, 0.2533], [-1.3149, -1.8724, -0.4751], [-0.6858, 2.1380, -0.1051], [0.2314, 1.7711, -1.3185]],
  "gap_ha": [0.338, 0.309],
  "lumo_ev": [-0.8, -0.5]
}

---

No. 6
{
  "formula": "C8H20NPSi",
  "method": "the ωB97M-V functional and the def2-TZVPD basis",
  "elements": ["H", "P", "C", "N", "C", "C", "C", "C", "Si", "C", "C", "C", "H", "H", "H", "H", "H", "H", "H", "H", "H", "H", "H", "H", "H", "H", "H", "H", "H", "H", "H"],
  "coordinates": [[-0.5626, -2.2861, 1.7090], [0.7353, -1.6964, 1.7272], [0.1560, -0.5004, 0.6784], [1.1592, 0.3460, -0.1005], [2.3069, -0.3911, -0.6136], [2.0490, -1.3167, -1.7785], [1.3092, 1.6461, 0.4054], [2.0133, 1.6201, 1.7938], [-1.5512, -0.2156, -0.0619], [-1.8083, 1.2389, -1.1278], [-2.0083, -1.7495, -1.1034], [-2.7898, 0.2208, 1.4089], [2.7735, -0.8706, 0.2868], [3.0159, 0.3865, -1.1087], [1.4215, -2.2065, -1.2611], [1.3797, -0.9151, -2.5497], [3.0294, -1.6144, -2.2018], [0.3271, 2.0573, 0.4197], [1.9320, 2.1433, -0.3241], [2.0141, 2.5073, 2.4294], [1.4602, 0.7954, 2.3650], [3.0580, 1.3156, 1.7327], [-1.5404, 2.1766, -0.5817], [-1.1887, 1.3968, -2.0447], [-2.9150, 1.3696, -1.3628], [-2.8727, -2.2785, -0.4679], [-2.4150, -1.4677, -2.0933], [-1.2616, -2.6154, -1.2879], [-3.7354, 0.4344, 0.9008], [-2.9723, -0.5937, 2.1228], [-2.5187, 1.0629, 2.0897]],
  "smiles": "[H]/P=C(/N(CC)CC)[Si](C)(C)C",
  "gap_ha": 0.292,
  "lumo_ev": 0.0
}

---

E per entry: -781.425535; -302.641990; -159.515656; -6774.843421; -641.482535; -1002.325793 Ha
Molar mass per entry: 120.515; 86.094; 60.140; 492.285; 103.150; 189.315 g/mol